{"formula": "C55H46B3NO21S", "method": "ωB97M-V/def2-TZVPD", "elements": ["S", "O", "O", "O", "O", "O", "O", "O", "O", "O", "O", "O", "O", "O", "O", "O", "O", "O", "O", "O", "O", "O", "N", "C", "C", "C", "C", "C", "C", "C", "C", "C", "C", "C", "C", "C", "C", "C", "C", "C", "C", "C", "C", "C", "C", "C", "C", "C", "C", "C", "C", "C", "C", "C", "C", "C", "C", "C", "C", "C", "C", "C", "C", "C", "C", "C", "C", "C", "C", "C", "C", "C", "C", "C", "C", "C", "C", "C", "B", "B", "B", "H", "H", "H", "H", "H", "H", "H", "H", "H", "H", "H", "H", "H", "H", "H", "H", "H", "H", "H", "H", "H", "H", "H", "H", "H", "H", "H", "H", "H", "H", "H", "H", "H", "H", "H", "H", "H", "H", "H", "H", "H", "H", "H", "H", "H", "H"], "xyz": [[1.96618, -5.63694, -1.29331], [-4.89122, -5.13207, -1.18377], [-4.72593, -6.37797, 0.61694], [-1.05609, -4.88547, -2.20583], [-1.74393, 4.61690, -0.71148], [-5.11579, 7.07111, 0.30271], [-5.49876, 0.50510, 7.52882], [1.31476, 4.11287, -6.65578], [-7.54683, 6.18982, -4.31868], [4.53008, -2.52500, 3.62866], [-0.44905, -2.58668, -2.42277], [3.65914, -6.93402, 2.00283], [-4.73524, -3.34964, 3.97719], [-3.48021, 2.23306, 3.67257], [5.70461, 1.36480, 7.02356], [-2.62153, -3.19928, -1.69271], [-0.39711, 1.25442, -2.54661], [1.34113, 9.15593, -3.19804], [3.87836, -2.67092, -3.49390], [7.61719, -4.72492, -6.62447], [7.98051, -5.71333, 4.80210], [-3.85225, 8.31045, -2.61624], [-2.76130, -1.14155, 1.41699], [5.61866, -0.46985, 3.98847], [-0.00747, 1.91875, -3.48736], [4.61409, -5.60301, 3.68920], [7.02296, -7.05245, 3.11841], [-2.70481, -5.36555, -0.27319], [-4.92033, -2.45622, 4.77762], [-2.80366, -1.00802, 0.15492], [5.23284, -4.51593, -4.00514], [4.31618, -1.66525, 5.81074], [6.26138, -2.86926, -6.11647], [5.32255, -2.34870, -5.33145], [-3.02205, 4.79248, 1.25177], [-3.47742, 4.20468, 2.35553], [-7.46825, 7.44033, -2.32547], [4.61285, -0.68994, 6.66478], [-2.66227, 8.50872, -2.75103], [-2.15298, 9.74128, -3.40113], [-0.84767, 9.95068, -3.54755], [6.17087, -5.03667, -4.79153], [-1.66649, 7.51852, -2.26692], [-3.08878, 2.81156, 2.68120], [4.79659, -1.63177, 4.40693], [-1.74655, 2.67803, 0.62592], [4.64962, -6.65856, 2.64847], [-5.72741, -1.77341, 6.99446], [-4.20175, -5.57108, -0.34122], [6.76097, -4.25487, -5.90848], [-2.13107, 4.07272, 0.30782], [-5.53754, -2.73921, 6.10073], [-5.20209, 5.81417, -1.68712], [6.98985, -5.99579, 4.16341], [-6.99123, 6.38794, -3.26006], [-4.53303, -1.05255, 4.48550], [-2.19487, 2.09984, 1.73664], [-4.72269, -0.08469, 5.38244], [-5.33007, -0.37018, 6.70605], [-1.62582, -1.00136, -0.76830], [5.70058, -5.29704, 4.39098], [0.92211, 3.46148, -5.71346], [5.43652, 0.47572, 6.24720], [-0.21610, 3.38523, -3.53682], [0.69793, 1.27321, -4.62098], [-6.85947, 7.66262, -1.16470], [0.21702, 4.10080, -4.57191], [5.91593, 0.50680, 4.84085], [5.93715, -7.35879, 2.41423], [3.21976, -3.63386, 0.27106], [1.47156, -4.27713, -2.37641], [1.12890, 1.99049, -5.65475], [2.14211, -4.72698, 0.26076], [0.15270, 8.96192, -3.06531], [-5.81165, 5.58840, -2.84579], [-0.36132, 7.72983, -2.41383], [-5.67598, 6.86990, -0.75660], [4.73732, -3.13225, -4.21595], [-0.05582, -3.93010, -2.34062], [-2.14914, -4.48009, -1.44806], [-1.58455, -2.27614, -1.68350], [-6.17015, -1.95414, 7.96590], [-1.78579, -1.23850, 1.71908], [1.64518, 1.54939, -6.49793], [4.18751, -4.03879, 0.59049], [3.71605, -2.52227, 6.09110], [-5.81303, -3.76987, 6.28618], [1.16913, -4.30674, 0.54639], [3.66712, -5.10088, 3.83375], [4.94318, -1.34286, -5.46086], [2.42090, -5.50069, 0.98399], [-4.07977, -0.87385, 3.51573], [5.93216, -8.12140, 1.64590], [-1.11101, 2.17142, -0.09139], [1.76567, -4.53767, -3.40333], [-2.90075, 10.44557, -3.74301], [-5.48398, 4.82696, -3.54214], [6.54951, -6.04260, -4.66250], [-8.33206, 8.00661, -2.64946], [7.97489, -7.54628, 2.97053], [3.35147, -3.14673, -0.69737], [-4.43233, 0.94049, 5.19410], [0.38478, 7.02529, -2.06708], [-0.72685, 3.82597, -2.68949], [6.70752, -2.32186, -6.93697], [-7.18760, 8.42310, -0.46770], [0.83384, 0.20106, -4.54874], [-4.13727, 4.70320, 3.05418], [-1.56491, -0.10660, -1.39864], [-1.96352, 1.08100, 2.00946], [0.08169, 5.17332, -4.63720], [-4.27289, -6.22972, 1.46130], [5.95601, -0.47150, 2.95978], [4.27549, -0.69020, 7.69336], [-2.05726, 6.62891, -1.78830], [-3.79201, -0.88860, -0.30451], [4.78197, -5.06058, -3.18282], [5.70408, -4.53003, 5.15377], [2.95833, -2.85324, 0.99810], [-2.44873, -4.87683, 0.67959], [2.03830, -3.38006, -2.12718], [-2.20740, -6.34369, -0.26013], [-0.44771, 10.83974, -4.01820], [6.51435, 1.36455, 4.56171], [-3.28956, 5.80506, 0.97709], [-0.70335, -1.01923, -0.16453], [-4.33662, 5.24776, -1.36567]], "atomic_forces_ev_per_a": [[0.3, 0.0, 0.0], [-1.1, 0.6, -1.6], [-0.1, 0.2, 0.6], [0.4, 0.1, 1.0], [0.0, 0.0, 0.0], [0.0, 0.0, 0.0], [0.0, 0.0, 0.0], [0.0, 0.0, 0.0], [0.0, 0.0, 0.0], [-0.1, 0.1, 0.0], [0.2, -0.2, 1.0], [0.1, -0.1, 0.1], [0.0, 0.0, 0.0], [-0.1, 0.3, 0.0], [0.0, 0.0, 0.0], [0.4, 0.2, 1.1], [0.0, 0.2, 0.0], [0.0, 0.0, 0.0], [0.1, 0.2, -0.1], [0.0, 0.0, 0.0], [0.0, 0.0, 0.0], [0.0, 0.1, 0.0], [0.0, 0.0, -0.2], [0.0, 0.0, 0.0], [0.0, -0.1, 0.0], [0.0, -0.1, 0.0], [0.0, 0.0, 0.0], [0.2, -0.2, 0.0], [0.0, 0.0, 0.0], [-0.1, 0.2, 0.0], [0.0, 0.0, 0.0], [0.0, 0.0, 0.0], [0.0, 0.0, 0.0], [0.0, 0.0, 0.0], [0.1, 0.0, 0.0], [0.0, 0.0, 0.1], [0.0, 0.0, 0.0], [0.0, 0.0, 0.0], [0.0, -0.1, 0.0], [0.0, 0.0, 0.0], [0.0, 0.0, 0.0], [0.0, 0.0, 0.0], [0.0, 0.0, 0.0], [0.0, -0.2, 0.0], [0.0, 0.0, 0.0], [0.0, 0.0, 0.0], [0.0, 0.0, 0.0], [0.0, 0.0, 0.0], [1.1, -0.5, 1.2], [0.0, 0.0, 0.0], [0.0, -0.1, 0.0], [0.0, 0.0, 0.0], [-0.1, -0.1, 0.0], [0.0, 0.0, 0.0], [0.0, 0.0, 0.0], [0.0, 0.0, 0.0], [0.1, 0.1, -0.1], [0.0, -0.1, 0.0], [0.0, 0.0, 0.0], [0.0, -0.1, 0.1], [0.0, -0.1, 0.0], [0.0, 0.0, 0.0], [0.0, 0.0, 0.0], [0.0, 0.0, 0.0], [0.0, 0.0, 0.0], [0.0, 0.0, 0.0], [0.0, 0.0, 0.0], [0.0, 0.0, 0.0], [0.0, 0.0, 0.0], [0.0, 0.1, 0.3], [-0.3, 0.1, -0.3], [0.0, 0.0, 0.0], [0.2, 0.1, 0.1], [0.0, 0.0, 0.0], [0.0, 0.0, 0.0], [0.0, 0.0, 0.0], [0.1, 0.0, -0.1], [0.0, -0.1, 0.1], [-0.4, 0.1, -0.8], [-0.2, -0.1, -0.9], [-0.2, -0.1, -0.9], [0.0, 0.0, 0.0], [-0.1, -0.1, 0.0], [0.0, 0.0, 0.0], [-0.1, 0.0, -0.2], [0.0, 0.0, 0.0], [0.0, 0.0, 0.0], [0.1, -0.1, 0.0], [0.0, 0.0, 0.0], [0.0, 0.0, 0.0], [-0.3, 0.2, -0.1], [0.0, 0.0, 0.0], [0.0, 0.0, 0.0], [0.0, 0.0, 0.0], [0.0, 0.0, 0.2], [0.0, 0.0, 0.0], [0.0, 0.0, 0.0], [0.0, 0.0, 0.0], [0.0, 0.0, 0.0], [0.0, 0.0, 0.0], [0.0, -0.1, 0.1], [0.0, -0.1, 0.0], [0.0, 0.0, 0.0], [0.0, 0.0, 0.0], [0.0, 0.0, 0.0], [0.0, 0.0, 0.0], [0.0, 0.0, 0.0], [0.0, 0.0, 0.0], [-0.1, -0.1, 0.2], [0.0, 0.0, 0.0], [0.0, 0.0, 0.0], [0.1, -0.3, -0.2], [0.0, 0.0, 0.0], [0.0, 0.0, 0.0], [0.0, 0.0, 0.0], [0.1, -0.1, 0.1], [0.0, 0.0, 0.0], [0.0, 0.0, 0.0], [0.1, -0.2, -0.1], [-0.1, 0.0, -0.1], [0.0, -0.1, -0.2], [-0.1, 0.1, 0.0], [0.0, 0.0, 0.0], [0.0, 0.0, 0.0], [-0.1, 0.0, 0.0], [-0.1, 0.1, -0.2], [0.0, 0.0, 0.0]], "orbital_gap_ev": 6.5, "multiplicity": 1, "mol_weight_da": 1121.5, "e_tot_ha": -4231.008147, "homo_energy_ev": -8.4}